DFT (ωB97M-V with the def2-TZVPD basis set) results for C20H23N3O5S2 in the gas phase.

Structure (XYZ):
```
53
Properties=species:S:1:pos:R:3:nbo_charge:R:1
C -0.17163 -6.83958 -0.82526 -0.64
C 1.15634 -6.13028 -1.07377 -0.06
O 1.38437 -5.06786 -0.16818 -0.49
C 0.73747 -3.88451 -0.33347 0.29
C 0.96249 -2.93456 0.66613 -0.23
C 0.38897 -1.68445 0.59581 -0.22
C -0.44114 -1.35397 -0.47397 0.10
N -1.00686 -0.05884 -0.54429 -0.69
C -1.92905 0.35171 0.49394 -0.34
C -1.53118 1.67609 1.14566 0.68
O -2.35031 2.44295 1.60817 -0.63
N -0.20427 1.88537 1.17730 -0.63
C 0.40053 3.05108 1.77890 -0.27
C 1.56835 2.67119 2.62539 -0.20
C 2.65809 3.41562 2.95172 -0.25
C 3.56308 2.72986 3.79476 -0.25
C 3.15140 1.47292 4.08938 -0.41
S 1.64291 1.09792 3.35324 0.41
S -1.41329 0.57428 -2.04986 2.35
O -0.43291 0.14441 -2.99818 -0.92
O -2.80041 0.34512 -2.33862 -0.94
C -1.17737 2.29228 -1.73486 -0.54
C 0.06625 2.98729 -1.72657 0.20
C 1.41221 2.41859 -1.96797 -0.66
N -0.13936 4.24837 -1.46019 -0.14
O -1.47673 4.42469 -1.29431 -0.27
C -2.11043 3.26137 -1.45562 0.43
C -3.57422 3.19783 -1.28317 -0.70
C -0.68788 -2.30109 -1.45505 -0.20
C -0.09695 -3.55167 -1.39580 -0.25
H -1.00876 -6.16147 -0.97071 0.21
H -0.20477 -7.21098 0.19584 0.22
H -0.27265 -7.67756 -1.50928 0.22
H 1.22454 -5.77735 -2.10978 0.17
H 1.98433 -6.82106 -0.89112 0.19
H 1.60435 -3.20098 1.49059 0.23
H 0.57572 -0.96865 1.38327 0.22
H -1.96618 -0.41022 1.27784 0.25
H -2.93590 0.45691 0.07440 0.24
H 0.39267 1.21439 0.71565 0.41
H 0.71867 3.76887 1.01098 0.22
H -0.38549 3.52593 2.37957 0.25
H 2.81064 4.42122 2.60376 0.23
H 4.47989 3.15777 4.15789 0.23
H 3.63601 0.73283 4.69395 0.24
H 1.32232 1.54589 -2.60960 0.26
H 1.87035 2.11489 -1.02711 0.22
H 2.05031 3.16805 -2.42799 0.24
H -3.95662 2.31002 -1.77934 0.26
H -4.03850 4.09522 -1.68408 0.24
H -3.79885 3.14227 -0.21615 0.27
H -1.34425 -2.05400 -2.27363 0.23
H -0.30628 -4.25410 -2.18624 0.21
```

Results
- E_tot (Ha) = -2112.72292
- SMILES string = CCOc1ccc(N(CC(=O)NCc2cccs2)S(=O)(=O)c2c(C)noc2C)cc1
- E_LUMO (eV) = 0.57
- max |F| (eV/A) = 1.4